[1]
Below is a molecular structure, C38H41CoN2O3P2S4, with properties calculated with ωB97M-V/def2-TZVPD.

Geometry as XYZ:
```
91
Properties=species:S:1:pos:R:3:forces:R:3:mulliken_charge:R:1
C -3.7427 -3.5361 3.0580 0.07 0.08 0.01 -0.629
C -5.6526 2.2159 -1.9901 -0.18 0.40 -0.28 -0.607
C -1.0242 -3.1535 -4.1562 -0.06 0.06 0.05 -0.704
H -2.1381 -0.7926 4.2140 -0.04 0.02 0.10 0.503
C 0.6728 -2.2711 -2.7031 0.00 0.05 0.06 -0.205
H 1.0261 -3.7763 -4.1729 0.06 -0.09 -0.03 0.453
H 0.9640 -2.9625 -0.1901 -0.13 -0.04 0.08 0.480
H -7.5917 1.1939 -1.8895 0.06 0.09 -0.01 0.352
C 1.4956 0.6620 3.3749 -0.07 0.04 -0.06 -0.087
C 2.1051 0.5509 -2.6872 -0.13 -0.10 0.05 -1.014
H -1.6350 5.3271 -2.8175 -0.06 0.07 -0.13 0.519
O -1.9046 2.8853 0.5711 0.23 0.68 0.01 -0.798
H -2.9851 -2.3197 -3.9372 -0.09 0.00 0.00 0.469
H -7.5259 2.7093 -0.9683 0.03 -0.01 -0.05 0.384
C -3.4121 -2.4885 3.9050 -0.05 0.03 -0.02 -0.819
C 1.7529 4.0665 -1.4837 -0.10 0.02 0.03 -0.795
H 1.3620 1.4760 2.6736 0.05 0.12 0.00 0.449
C -1.9656 -2.3130 -3.5825 0.00 -0.08 -0.05 -0.587
C 0.2910 -3.1310 -3.7173 0.09 -0.03 0.07 -0.850
C 2.6732 0.8720 -0.3715 -0.16 -0.11 -0.03 -0.545
Co -1.5388 0.9256 0.2750 0.42 -0.42 -1.18 -0.577
C -0.2692 -1.4246 -2.1198 -0.21 0.49 0.16 0.280
O -2.0540 1.9570 -1.6154 0.63 -0.76 0.87 -0.836
H 4.5722 1.7782 0.0068 0.03 0.00 0.05 0.462
N -4.6184 1.3359 -1.4935 0.13 0.04 0.20 -0.056
C 0.5133 5.4096 -3.0329 -0.01 -0.07 0.05 -0.810
C 1.7874 0.4006 -1.3400 -0.41 0.42 0.07 0.867
H -3.6411 1.5099 -1.7878 -0.50 -0.31 0.11 0.274
H 0.5672 2.9313 -0.0881 0.15 0.04 0.02 0.647
H -2.2989 -0.7694 -2.1202 -0.15 -0.05 0.00 -0.011
H -3.3138 -4.5324 1.2150 -0.01 0.02 -0.07 0.467
H 2.4100 0.7879 0.6754 0.07 -0.04 0.05 0.208
H -5.3502 3.2494 -1.7815 -0.17 -0.20 -0.05 0.223
H 3.2368 -4.7746 4.4745 0.00 -0.03 0.11 0.357
C -0.6317 4.0827 -1.4165 -0.44 -0.22 0.16 -0.321
H -4.5472 -4.2040 3.3220 -0.06 -0.12 0.03 0.424
C -2.0553 -2.8250 1.5045 0.22 0.08 0.00 0.374
H -3.9608 -2.3370 4.8200 -0.06 0.00 0.14 0.433
H -1.3101 -3.8234 -4.9518 -0.05 -0.06 -0.10 0.412
C 2.5926 -0.2920 5.2802 0.00 -0.01 -0.05 -0.486
C 2.6500 -2.2607 0.9376 -0.12 -0.18 -0.13 0.152
C 2.4629 0.7386 4.3613 0.05 0.02 -0.04 -0.821
H 2.8475 -1.7816 1.8978 0.03 0.12 0.02 0.053
C 1.1414 -2.3804 0.7199 0.42 -0.08 0.18 -1.354
H -1.5627 -2.9318 0.5470 0.06 -0.03 -0.05 0.199
C 4.2082 1.5439 -2.0907 -0.03 -0.09 -0.08 -0.611
S -2.0926 3.2535 -0.8576 -0.19 0.76 0.10 2.007
C -0.6761 4.9815 -2.4629 -0.19 0.08 -0.02 -0.749
H 3.5683 1.1985 -4.1045 0.00 0.02 -0.10 0.477
P -0.5343 -0.4821 1.8944 0.49 -0.88 -1.11 1.379
C 0.8019 -1.4858 4.2055 -0.15 -0.06 -0.10 -0.187
H 1.7032 -2.2425 -2.3793 0.12 0.00 -0.01 0.518
C 3.2914 -3.6412 0.8969 -0.20 -0.09 0.56 -1.175
C -4.8301 0.7573 -0.3290 -0.02 -0.02 -0.62 0.213
H 3.6024 5.9726 -2.5186 0.10 0.06 -0.01 0.338
H 2.6979 3.7144 -1.0969 0.02 -0.01 0.02 0.727
S -6.4701 0.8888 0.2073 0.07 0.23 -0.03 -0.085
H 5.1524 1.9796 -2.3842 0.07 0.01 0.00 0.442
H 3.0940 -1.6447 0.1538 0.03 0.04 0.02 -0.045
H 3.0561 -4.1365 -0.0440 0.11 -0.06 -0.09 0.422
H 3.1918 -3.1118 3.8500 0.10 0.05 0.14 -0.067
H 3.3413 -0.2309 6.0562 0.03 0.01 0.06 0.420
H 0.1635 -2.3560 4.1561 -0.06 -0.05 -0.02 0.380
H -5.7334 2.0843 -3.0710 -0.08 0.10 0.07 0.376
C -3.0569 -3.7089 1.8666 -0.09 -0.10 -0.01 -0.766
C -6.9555 1.8395 -1.2841 -0.13 -0.34 0.16 -0.503
C -1.5885 -1.4530 -2.5654 0.06 0.18 0.08 -0.392
H 0.7136 -2.9360 1.5596 0.01 -0.05 -0.19 0.620
S -3.6870 -0.1241 0.5337 0.22 -0.40 0.49 -0.191
C -2.3937 -1.6192 3.5632 0.14 -0.02 -0.09 -0.687
C 3.8820 1.4267 -0.7477 0.13 0.02 0.12 -0.859
S 2.6592 -4.7686 2.1853 0.06 -0.12 -0.05 -0.110
H 1.4104 0.2204 -3.4459 -0.03 0.00 -0.07 0.622
H 2.8491 5.9249 -4.1161 0.04 0.06 -0.06 0.381
C 3.3174 1.1063 -3.0588 0.12 0.09 0.02 -0.862
H 3.1070 1.6024 4.4233 0.03 0.09 0.01 0.481
H 3.6234 4.4822 -3.4540 0.09 -0.05 -0.03 0.250
H 1.8583 -2.1935 5.9288 -0.02 -0.05 -0.01 0.489
H 0.4908 6.1041 -3.8596 -0.03 0.06 -0.07 0.388
C 0.5728 3.6286 -0.9170 0.27 -0.09 0.22 -0.275
H 4.5869 -4.1723 3.4900 0.13 0.01 0.10 0.334
C 0.6668 -0.4532 3.2807 -0.46 0.60 -0.07 0.332
C 1.7604 -1.3977 5.2036 0.03 0.02 0.02 -0.885
C 1.7375 4.9410 -2.5682 -0.13 0.00 0.03 0.600
O -3.2883 3.9953 -1.1350 0.50 0.26 -0.05 -0.701
H 4.3725 -3.5838 1.0110 0.06 0.01 -0.14 0.528
N 0.4409 -1.1076 0.6183 -0.58 0.48 -0.04 0.384
C 3.0258 5.3572 -3.2073 -0.05 0.06 0.05 -1.339
P 0.1471 -0.2154 -0.8218 0.16 -1.10 0.95 2.112
C -1.6964 -1.7944 2.3675 -0.14 0.38 -0.01 0.284
C 3.5141 -4.1285 3.6487 -0.16 0.03 -0.53 -0.542
```
Forces are in eV/Å.

Values from the calculation:
total charge	+1
energy above the lowest of the compared OMol25 structures with the same formula, charge and spin	22.47	kcal/mol
spin multiplicity	2
frontier orbital gap (alpha / beta)	6.62 / 7.81	eV
lowest unoccupied orbital energy (alpha / beta)	-4.0 / -2.8	eV
electronic energy	-148736.9174	eV

---

[2]
Below is a molecular structure, C38H41N2O4P2Pt, with properties calculated with ωB97M-V/def2-TZVPD.

Geometry as XYZ:
```
88
Properties=species:S:1:pos:R:3:forces:R:3:mulliken_charge:R:1
C 8.6938 -13.1168 -7.3805 -0.09 1.03 -0.30 -0.411
O 12.9524 -14.1371 -6.9971 0.92 -2.18 0.11 -0.513
C 17.1244 -12.7538 -6.2283 -0.85 0.15 0.05 -0.752
C 14.2151 -10.0893 -10.5478 1.18 -1.77 -1.53 0.901
C 17.9216 -13.1205 -7.3178 -0.86 0.40 1.28 -0.564
P 10.9493 -11.3530 -8.0683 -1.00 -2.17 0.17 -0.001
O 12.0324 -15.3446 -9.6217 3.35 -0.75 0.81 -0.536
H 15.1365 -15.8341 -2.9525 -0.80 -1.34 -0.48 0.327
H 9.7415 -9.1707 -7.9514 0.94 -0.79 0.13 0.488
H 8.2050 -12.9691 -8.3773 0.79 -0.09 0.97 0.292
H 7.1741 -14.5183 -6.6023 0.13 0.50 -0.47 0.373
C 14.8041 -17.0603 -8.0491 -0.16 0.59 0.88 -0.796
C 14.2275 -7.4948 -4.3922 -1.83 0.60 -0.63 0.428
C 15.9627 -12.9422 -8.6838 1.12 -0.34 -1.13 0.234
O 15.2607 -17.3682 -4.4705 -0.81 0.45 1.75 -0.396
C 15.6983 -12.6503 -6.3685 2.27 0.09 -0.22 -0.363
N 13.3321 -7.3885 -3.2996 -0.83 -1.02 -0.05 -0.472
H 14.4839 -11.5408 -13.6122 0.14 -0.78 -0.35 0.468
C 14.1406 -11.0888 -11.5736 -1.17 -1.16 1.50 -0.309
H 12.5027 -8.0092 -3.1779 1.28 0.97 -0.67 0.207
H 13.5893 -8.1854 -7.9681 0.38 -0.56 -0.80 0.548
H 10.3892 -9.5010 -10.1091 0.06 0.68 -0.02 0.265
C 10.2611 -11.5389 -9.7083 -0.47 -0.17 -1.70 0.604
C 10.5931 -9.6822 -7.4155 0.36 0.82 -0.67 -0.987
C 13.9772 -16.3692 -10.6536 -0.06 0.01 -0.83 -1.604
H 15.1311 -8.1654 -10.0980 -0.01 -0.79 -0.12 0.303
C 13.6228 -15.2793 -6.9906 -3.25 2.21 -0.77 0.126
C 10.3808 -12.4909 -5.7210 -0.30 -1.23 0.55 -0.321
C 15.7318 -8.8618 -11.9902 -0.01 -0.85 -0.81 -0.701
H 16.0169 -18.2400 -6.7187 0.25 -0.33 0.18 0.496
H 15.5885 -6.7877 -3.1126 -0.35 0.18 -0.92 0.281
P 13.7483 -10.3928 -8.8918 -0.60 -0.99 0.81 0.010
H 11.2309 -11.9161 -5.3752 0.12 0.03 -0.21 0.385
H 13.6215 -17.0089 -2.9791 1.76 0.23 -0.75 0.299
H 16.1134 -6.1105 -5.9913 0.60 -0.90 1.68 0.204
C 15.0511 -9.0150 -10.8027 -0.44 1.81 0.60 -0.358
H 10.2411 -9.7812 -6.4070 -0.33 -0.54 0.49 0.660
C 13.8109 -15.8373 -5.7303 2.43 -0.46 2.85 -0.190
H 13.5024 -16.2108 -11.6339 0.11 0.31 0.53 0.351
H 17.3357 -6.1248 -4.6063 -1.17 -0.28 -0.03 0.309
C 9.8774 -13.4943 -4.8899 0.40 0.38 0.86 -0.464
C 16.4497 -6.6651 -5.0270 0.34 0.27 -2.13 -0.693
H 7.9085 -11.5552 -12.8460 0.11 -0.20 0.04 0.382
C 15.1173 -12.6792 -7.6258 0.48 -0.53 -0.75 -0.155
H 15.1365 -12.5112 -5.4905 -0.78 0.34 0.95 0.587
H 14.0589 -17.4553 -10.5603 -0.34 0.01 0.14 0.434
C 11.8453 -8.7757 -7.3224 -1.13 -0.49 0.24 -0.970
H 17.6290 -12.5148 -5.2723 -0.63 -0.43 -0.47 0.387
H 13.6402 -12.0969 -11.4184 0.20 1.61 0.13 0.224
H 11.3935 -7.7956 -7.3318 0.32 0.73 -0.41 0.588
H 10.3906 -13.6522 -3.9440 -0.23 -0.09 -0.02 0.416
C 17.3120 -13.2546 -8.5422 -0.18 -0.18 0.68 -0.904
C 15.6096 -9.8074 -12.9998 -0.17 -0.42 -0.08 -0.418
H 8.2718 -14.9052 -4.4965 0.64 0.42 -0.64 0.368
C 9.1743 -10.3735 -11.5864 -0.21 -1.04 0.32 -0.588
H 10.3721 -13.7182 -10.0120 -0.24 0.82 -0.13 0.480
C 13.9163 -16.0060 -8.2050 0.22 0.37 1.28 0.643
H 16.2646 -9.6815 -13.9007 -1.10 -0.33 0.72 0.338
H 18.9672 -13.2900 -7.1433 0.33 -0.06 -0.21 0.437
C 12.8736 -8.8873 -8.4670 -0.35 3.15 1.00 -0.631
C 8.6278 -11.5757 -12.0330 0.94 -0.10 -1.22 -0.676
H 15.2959 -17.5621 -2.4524 -0.53 0.46 -0.44 0.264
H 12.5272 -8.2684 -9.3565 0.33 -1.24 0.69 0.489
N 15.3233 -6.7691 -4.1082 2.13 0.16 1.17 -0.276
C 8.0783 -13.9277 -6.4489 1.07 -1.25 1.36 -0.625
C 14.7166 -10.9102 -12.7886 1.68 1.99 -0.93 -0.840
H 13.5653 -15.2706 -4.7824 -0.11 -0.56 -1.54 0.289
H 15.6358 -12.9058 -9.7111 -0.50 -0.14 -0.17 0.373
H 9.1748 -13.7242 -12.1236 -0.36 0.81 0.29 0.415
Pt 13.1576 -12.4409 -8.0965 -0.12 2.94 1.00 1.503
C 10.0227 -12.7328 -10.3838 -0.64 -1.18 -1.23 -0.273
C 13.2041 -15.7742 -9.4899 -2.14 -0.15 -1.23 0.764
C 14.7829 -16.8538 -5.5920 -1.24 0.35 -1.21 0.759
H 13.2620 -6.4712 -2.8617 0.10 -0.63 -0.21 0.217
H 16.8396 -7.6629 -5.3561 -0.50 0.68 0.28 0.244
H 8.9404 -9.4571 -12.0818 -0.13 0.49 -0.04 0.464
C 9.2657 -12.7378 -11.6322 0.61 -0.83 2.36 -0.718
C 14.7548 -16.8937 -3.1549 0.47 0.18 0.17 -0.748
C 8.7587 -14.2167 -5.2195 -1.52 0.33 -0.53 -0.587
O 13.9884 -7.9922 -5.4997 0.50 0.07 1.64 -0.507
H 15.1113 -17.5267 -8.9540 0.44 -0.74 -0.06 0.423
H 17.8978 -13.6862 -9.3151 0.23 0.13 -1.05 0.483
C 9.8522 -12.3725 -6.9779 -0.39 -0.06 -1.58 0.539
C 15.2837 -17.4636 -6.7776 -0.69 0.88 -1.02 -1.103
H 16.3653 -8.0189 -12.1522 0.34 0.45 0.08 0.436
C 10.0054 -10.4234 -10.4958 -0.19 1.56 1.02 -0.790
H 15.0250 -16.0476 -10.6548 -0.25 0.31 -0.11 0.442
H 12.2969 -8.7554 -6.3080 -0.01 -0.81 -0.93 0.296
```
Forces are in eV/Å.

Values from the calculation:
total charge	+1
energy above the lowest of the compared OMol25 structures with the same formula, charge and spin	83.68	kcal/mol
spin multiplicity	3
frontier orbital gap (alpha / beta)	7.47 / 4.83	eV
lowest unoccupied orbital energy (alpha / beta)	-2.2 / -5.3	eV
electronic energy	-73056.1249	eV

---

[3]
Below is a molecular structure, C38H41N2OsP2SSe, with properties calculated with ωB97M-V/def2-TZVPD.

Geometry as XYZ:
```
86
Properties=species:S:1:pos:R:3:forces:R:3:mulliken_charge:R:1
C 2.0616 -1.6202 -3.5342 -0.02 -0.07 -0.04 -0.394
C -0.1238 -5.9671 -1.3996 -0.01 -0.02 0.01 -0.731
H -3.9636 -0.6051 -0.6266 -0.01 0.04 0.00 0.377
C 1.5089 -4.1682 3.3433 0.02 0.02 -0.01 -0.872
C 6.2317 -5.7338 -2.0975 0.04 0.04 -0.09 -0.933
H 3.1843 -1.4356 -5.3476 0.02 0.00 -0.01 0.545
H 2.9225 -1.4492 -2.8996 0.00 0.04 -0.01 0.289
C 3.1807 -2.8794 -0.6214 -0.04 0.04 0.03 -0.441
H 5.6858 -6.3168 -1.3596 -0.03 0.01 0.02 0.292
H 2.7801 -4.6816 4.9942 0.00 -0.01 0.01 0.464
H -1.2010 0.1034 -2.8030 -0.04 0.00 0.00 0.992
H 0.3652 -6.8203 -1.8483 0.01 -0.02 -0.01 0.505
H -0.9754 -2.3499 -5.8215 -0.01 0.00 -0.01 0.513
C -1.3007 -6.1352 -0.6796 0.00 0.02 0.00 -0.735
P 1.7300 -0.9692 0.8915 0.37 -0.23 0.09 1.249
C -0.1336 -2.1350 -5.1780 0.00 -0.01 0.01 -0.784
C 0.0796 1.2835 -1.5273 -0.04 0.00 -0.15 1.080
H -0.7028 2.0156 2.7990 -0.03 0.00 0.01 0.192
C 1.1838 1.4313 -2.5267 0.04 -0.05 -0.01 -1.430
H 3.2723 2.9989 3.2742 0.00 0.02 0.01 0.554
C 0.8096 -1.8917 -2.9784 -0.01 0.03 -0.01 1.851
C 2.6449 1.2303 2.2454 0.01 0.00 -0.01 -0.848
H 1.2370 -1.8574 -6.8045 0.00 0.01 -0.01 0.481
H 1.7915 2.3013 -2.2871 -0.01 0.02 0.00 0.464
H 4.7340 -1.7745 0.3992 0.00 -0.04 -0.01 0.260
H 0.8979 -5.0554 3.4339 -0.01 -0.02 0.01 0.519
C -1.1347 0.6121 -1.8487 0.04 -0.02 0.10 -0.453
H 1.8319 0.5570 -2.5571 -0.02 0.06 0.01 -0.003
P 0.6052 -2.0194 -1.2166 -0.05 0.01 -0.19 -1.118
C 3.3711 -2.8316 4.0927 -0.01 0.00 0.01 -0.910
H -1.6981 3.2790 2.0876 0.00 0.01 0.00 0.452
C 3.5193 0.9503 0.0013 0.05 -0.02 0.04 -0.774
C 3.3294 2.4304 2.3560 0.00 0.00 -0.02 -0.811
H 0.4136 -3.4195 1.6750 0.00 0.01 -0.01 0.111
C -0.2050 -3.6006 -0.9683 -0.01 0.05 0.07 1.613
N 0.3654 -0.8855 4.5748 0.06 0.10 0.11 -0.336
H 3.6025 0.3708 -0.9091 0.00 0.00 0.01 0.471
C 4.1066 2.8903 1.2968 -0.01 -0.01 0.00 -0.855
C -0.8937 1.9444 0.6472 -0.18 -0.11 -0.15 0.810
C 2.0264 -2.0877 2.2459 0.02 0.03 -0.06 1.189
C 4.5804 -2.2987 -0.5500 0.03 0.06 0.03 -0.529
H -2.9454 1.3097 0.9353 0.02 0.03 -0.03 0.705
H 4.8252 2.5039 -0.6883 0.01 0.01 -0.01 0.556
H -2.8774 -5.1672 0.4089 -0.02 -0.01 0.01 0.511
C -3.5976 0.0839 -1.3895 0.06 -0.05 -0.07 -1.641
Se -1.4428 -0.9127 2.2095 0.23 0.26 -0.33 0.068
C 2.7500 0.4842 1.0663 0.00 0.04 -0.06 0.772
C -0.2878 -2.1689 -3.8038 0.05 0.02 -0.03 -1.330
H -1.7256 -7.1232 -0.5679 -0.01 -0.02 0.00 0.460
C 5.6240 -3.3999 -0.7114 -0.03 -0.01 -0.10 -1.216
S 5.4564 -4.1250 -2.3701 0.05 -0.09 0.10 -0.010
C 1.1153 -1.8600 -5.7297 0.00 -0.01 0.01 -0.759
C -2.1075 1.2978 0.2441 -0.06 0.00 0.14 -1.428
C 2.5721 -3.9586 4.2176 -0.01 0.02 -0.02 -0.736
H -4.3312 0.8880 -1.4799 0.00 0.01 -0.02 0.396
H -3.5455 -0.4371 -2.3429 0.01 -0.01 0.00 0.415
H 3.7395 -1.0210 3.0226 0.00 0.02 -0.01 0.527
H 6.2088 -6.2541 -3.0523 0.00 -0.01 0.00 0.376
C -1.9453 -5.0380 -0.1232 0.03 -0.01 -0.02 -0.863
H 3.0468 -3.3672 -1.5856 0.02 -0.04 0.02 0.586
C 3.1053 -1.8920 3.1079 -0.01 -0.02 0.00 -1.083
H 5.4856 -4.1806 0.0391 -0.03 -0.01 0.00 0.479
H -1.9215 -2.9254 0.1607 0.04 -0.06 -0.03 0.226
H 7.2686 -5.6159 -1.7937 0.02 0.03 0.00 0.329
Os -0.4305 -0.3143 0.1545 -0.17 0.23 0.43 1.760
H -1.2472 -2.4407 -3.3770 -0.02 -0.01 0.02 0.566
H 0.0672 3.3482 1.9417 0.01 0.01 0.00 0.426
C 0.1965 1.8816 -0.2551 -0.11 -0.22 0.06 -0.695
H 1.1405 2.3380 0.0190 -0.01 -0.03 0.05 0.515
H 4.7192 -1.5651 -1.3505 -0.01 0.04 0.01 0.184
N 2.1101 -1.8497 -0.5068 -0.05 -0.05 0.07 1.031
C 0.4198 -4.7050 -1.5633 -0.02 0.00 0.03 -0.692
H 4.2037 -2.6794 4.7647 0.02 0.00 0.02 0.510
C 4.2043 2.1512 0.1239 -0.02 0.00 0.02 -0.922
H 3.0382 -3.6376 0.1538 -0.04 0.04 0.03 0.414
H 0.7603 1.5570 -3.5228 0.01 -0.01 -0.02 0.403
C -1.3959 -3.7740 -0.2615 -0.05 0.07 -0.03 -0.433
C -0.7943 2.6845 1.9441 0.04 0.04 -0.01 -1.383
H 6.6208 -2.9813 -0.5834 0.02 -0.03 0.00 0.561
C -0.2425 -0.9866 3.6031 -0.16 -0.17 0.04 0.351
C -2.2749 0.6692 -1.0057 -0.06 0.11 0.02 0.493
H 1.3156 -4.5873 -2.1598 0.01 -0.01 -0.01 0.363
H 4.6485 3.8214 1.3925 0.01 0.01 0.00 0.474
C 1.2354 -3.2383 2.3589 0.05 -0.07 -0.05 -0.018
C 2.2113 -1.6165 -4.9123 -0.01 0.00 -0.01 -1.061
H 2.0575 0.8684 3.0829 -0.01 -0.01 0.00 0.496
```
Forces are in eV/Å.

Values from the calculation:
total charge	+3
energy above the lowest of the compared OMol25 structures with the same formula, charge and spin	0.00	kcal/mol
frontier orbital gap (alpha / beta)	2.96 / 2.96	eV
lowest unoccupied orbital energy (alpha / beta)	-11.8 / -11.8	eV
electronic energy	-140253.7328	eV